This record from the Open Molecules 2025 dataset describes an isolated molecule of C6H10FN in a non-equilibrium geometry. The level of theory is the ωB97M-V functional and the def2-TZVPD basis.

Summary:
Frontier orbital gap: 10.06 eV
Net charge: 0
Highest occupied orbital energy: -9.01 eV
SMILES: C=C(F)N1CCCC1

Each line ends with the natural charge from an NBO analysis.
Cartesian coordinates (Å):
C 2.383162 -1.051526 -0.757859  -0.59
C 2.093344 0.022683 -0.089999  0.58
F 2.703826 1.192011 -0.158382  -0.32
N 0.760164 0.239165 0.936376  -0.44
C -0.279363 -0.866714 0.814278  -0.24
C -1.454091 -0.359853 -0.089482  -0.43
C -0.801269 0.943972 -0.741749  -0.42
C 0.030184 1.408504 0.431396  -0.25
H 3.378833 -1.244469 -1.137537  0.23
H 1.614826 -1.795115 -0.786440  0.22
H -0.686075 -1.119313 1.775324  0.20
H 0.236872 -1.914284 0.471479  0.19
H -2.226753 -0.066774 0.521341  0.20
H -1.677709 -1.070705 -0.877011  0.22
H -0.115485 0.818078 -1.547991  0.21
H -1.552592 1.682954 -1.006118  0.21
H 0.845362 2.176181 0.150767  0.22
H -0.521179 1.746051 1.287463  0.19

Cartesian forces (eV/Å) of the 3 atoms listed first:
C 0.68 -0.71 -0.03
C -4.59 1.43 2.61
F 0.75 -0.24 0.41